The following is a DFT calculation (the ωB97M-V functional and the def2-TZVPD basis) of a 2-piece molecular cluster, C2H4O2 overall in a non-equilibrium geometry.

Cartesian coordinates (Å):
1 O 2.7608 -3.3403 -2.5825
2 C 3.9534 -3.2234 -2.3758
3 H 4.4018 -2.3723 -2.8769
4 H 4.5427 -4.0070 -1.9038
5 O -4.9552 3.7983 2.4769
6 C -3.8851 3.2621 2.4150
7 H -2.9393 3.4617 3.0278
8 H -3.8791 2.4208 1.8191

Atoms 1-3, force components in eV/Å:
0.80 -0.30 0.80
-2.02 -0.08 -1.60
0.97 0.43 0.33

The value obtained for the total energy is -229.00425 a.u. The structure (SMILES) is C=O.C=O. The orbital gap comes out at 11.0 eV. The LUMO energy comes out at 0.752 eV. The value obtained for the energy above the lowest of the compared OMol25 structures with the same formula, charge and spin is 268.65 kJ/mol. The value obtained for the HOMO energy is -10.21 eV.